Model 1:
DFT (ωB97M-V/def2-TZVPD) results for the ion C4H6N with charge +1.

Values from the calculation:
Kohn-Sham gap   11.82 eV
SMILES string   C=C1[C@H]2C[N@@H+]12
HOMO level   -15.493 eV
Lowest unoccupied orbital energy   -0.135 Ha
Total charge   +1

Atoms and positions in Å:
N  -0.46952  -0.57595  0.54226
C  0.70774  0.14419  0.22202
C  -0.57238  0.84584  0.34288
C  1.93552  -0.01027  -0.27353
C  -1.30177  -0.05863  -0.55594
H  -1.04521  -0.02803  -1.70555
H  -0.98655  1.52327  1.03049
H  -2.43952  -0.10123  -0.41258
H  2.52123  0.86104  -0.45730
H  -0.67411  -1.14223  1.42476
H  2.41787  -1.06945  -0.13222

Here are the Mulliken charges for atoms 1 to 4, given in e:
1. N -0.125
2. C 0.355
3. C -0.158
4. C -0.586

***

Model 2:
DFT (ωB97M-V/def2-TZVPD) results for the ion C4H6N with charge +1.

Values from the calculation:
Kohn-Sham gap (spin up / spin down)   8.49 / 8.49 eV
SMILES string   C=CC=[N+]=C
HOMO level (spin up / spin down)   -14.778 / -14.779 eV
Lowest unoccupied orbital energy (spin up / spin down)   -0.231 / -0.231 Ha
Total charge   +1

Atoms and positions in Å:
N  0.74117  0.72542  -1.20277
C  0.32577  -0.47416  -0.47037
C  -1.08268  -1.50363  1.32168
C  -0.83301  -0.62937  0.29575
C  1.16100  1.80215  -1.62491
H  -2.00940  -1.61092  1.84829
H  1.73086  2.67913  -1.01299
H  -0.18289  -2.11735  1.76125
H  -1.55811  0.00611  0.05357
H  0.98521  1.95572  -2.69845
H  1.22431  -1.22784  -0.58255

Here are the Mulliken charges for atoms 1 to 4, given in e:
1. N -0.094
2. C 0.142
3. C -0.546
4. C -0.126

***

The structure with the least stability is model 1.

***

Model 1:
DFT (ωB97M-V/def2-TZVPD) results for a cluster of 2 separate species, C7H14N2O in total.

Values from the calculation:
Kohn-Sham gap   8.80 eV
SMILES string   CC(=O)C(C)=C=N.CNC
HOMO level   -7.982 eV
Lowest unoccupied orbital energy   0.030 Ha

Atoms and positions in Å:
O  -0.05679  -1.00460  -1.75445
N  1.02902  1.18711  -0.61354
N  1.52834  -0.05749  1.82770
C  -0.02268  2.19237  -0.64949
C  0.66126  -0.22212  0.97327
C  -1.91060  -2.25759  -0.96922
C  -0.71597  -1.34274  -0.75726
C  2.38391  1.70259  -0.56599
C  -1.32152  -1.41164  1.74813
C  -0.43695  -0.94054  0.60139
H  1.92097  0.86278  1.98916
H  -0.98122  -0.98804  2.69170
H  2.62737  2.32404  -1.43661
H  -2.83485  -1.78381  -0.62860
H  0.03938  2.82763  0.23796
H  3.08792  0.87165  -0.51856
H  -0.98973  1.69007  -0.64675
H  0.03927  2.83327  -1.53795
H  2.52091  2.32093  0.32708
H  -1.29984  -2.50020  1.85413
H  0.88820  0.48292  -1.34435
H  -2.36382  -1.11381  1.60641
H  -1.99043  -2.48592  -2.02955
H  -1.80214  -3.18685  -0.40460

Here are the Mulliken charges for atoms 1 to 4, given in e:
1. O -0.798
2. N -0.109
3. N -0.692
4. C -0.963

***

Model 2:
DFT (ωB97M-V/def2-TZVPD) results for a structure of composition C7H14N2O.

Values from the calculation:
Kohn-Sham gap   9.90 eV
HOMO level   -9.076 eV
Lowest unoccupied orbital energy   0.030 Ha

Atoms and positions in Å:
O  -0.11960  -1.46376  0.90222
N  0.45204  1.86070  -1.08888
N  2.31403  0.46120  -0.25424
C  2.66505  0.53247  1.15770
C  -2.41095  -0.37451  0.09232
C  -1.97939  -0.77584  -1.30482
C  -2.55059  1.04684  0.38195
C  1.30077  1.18844  -0.68261
C  2.58624  -0.80406  -0.92551
C  -1.08996  -0.87372  1.19761
H  2.40803  1.51488  1.55023
H  -3.23646  -0.97554  0.47933
H  2.13326  -0.22882  1.73718
H  -1.92107  1.70357  -0.21261
H  -1.93859  1.13189  1.52974
H  -2.81951  -0.68113  -1.99274
H  -1.15267  0.26562  1.92343
H  3.65278  -1.02095  -0.83542
H  2.00768  -1.62142  -0.48279
H  3.74072  0.38078  1.25829
H  2.33140  -0.71777  -1.98139
H  -1.63541  -1.80815  -1.32513
H  -3.56762  1.39575  0.52914
H  -1.17019  -0.13646  -1.65298

Here are the Mulliken charges for atoms 1 to 4, given in e:
1. O -0.345
2. N -0.562
3. N -0.069
4. C -0.912

***

Model 3:
DFT (ωB97M-V/def2-TZVPD) results for the molecule C7H14N2O.

Values from the calculation:
Kohn-Sham gap   8.71 eV
SMILES string   CC1(C)N(/C=N/O)C1(C)C
HOMO level   -7.833 eV
Lowest unoccupied orbital energy   0.032 Ha

Atoms and positions in Å:
O  -0.27039  1.26435  3.56747
N  0.73563  -0.59780  0.83753
N  0.49966  0.98342  2.43156
C  -1.85567  -0.46733  -0.09756
C  1.73340  0.15194  -1.54315
C  -0.42781  -0.72997  -0.51051
C  0.12303  1.79176  -0.50158
C  0.37081  -0.26526  2.06401
C  -0.24139  -2.05043  -1.21492
C  0.51509  0.34516  -0.66645
H  -0.75260  1.93623  0.10814
H  -0.39608  -1.94427  -2.28823
H  -0.91628  -2.81108  -0.83594
H  1.45094  0.12613  -2.60107
H  -0.12421  -1.00876  2.69905
H  2.43682  0.97411  -1.39064
H  2.24288  -0.78037  -1.29114
H  0.92273  2.32718  -0.00334
H  -0.05758  2.24010  -1.48545
H  0.76737  -2.43316  -1.04272
H  -2.46357  -0.17247  -0.95840
H  -1.92796  0.30689  0.66018
H  -2.28139  -1.38265  0.32062
H  -0.08342  2.19628  3.74251

Here are the Mulliken charges for atoms 1 to 4, given in e:
1. O -0.440
2. N -0.576
3. N -0.216
4. C -1.678

***

The structure with the least stability is model 3.

***

Model 1:
DFT (ωB97M-V/def2-TZVPD) results for a cluster of 2 separate species, C4H3FO in total.

Values from the calculation:
Kohn-Sham gap   8.99 eV
HOMO level   -9.337 eV
Lowest unoccupied orbital energy   -0.013 Ha

Atoms and positions in Å:
F  -1.88196  -0.98811  0.49869
O  1.90698  1.20240  -1.27340
C  -0.23424  0.06112  -1.49521
C  0.11363  -0.15655  1.49310
C  -0.70328  -0.42250  0.51804
C  0.88117  0.66110  -1.43401
H  -1.00554  -0.27031  -2.13494
H  -0.13481  -0.40736  2.51479
H  1.05807  0.32021  1.31294

Here are the Mulliken charges for atoms 1 to 4, given in e:
1. F -0.187
2. O -0.411
3. C -0.818
4. C -0.503

***

Model 2:
DFT (ωB97M-V/def2-TZVPD) results for the molecule C4H3FO.

Values from the calculation:
Kohn-Sham gap   9.95 eV
SMILES string   Fc1ccco1
HOMO level   -8.902 eV
Lowest unoccupied orbital energy   0.038 Ha

Atoms and positions in Å:
F  0.72871  1.32541  -2.02198
O  -0.30089  1.29983  -0.06301
C  -0.44561  0.54467  1.07925
C  0.26911  -0.76689  -0.63424
C  0.21386  0.60027  -0.93945
C  -0.21673  -0.81501  0.78402
H  0.70970  -1.49144  -1.41532
H  -0.09106  -1.73703  1.40814
H  -0.86709  1.04020  1.80259

Here are the Mulliken charges for atoms 1 to 4, given in e:
1. F -0.259
2. O -0.224
3. C -0.577
4. C -0.259

***

Model 3:
DFT (ωB97M-V/def2-TZVPD) results for the molecule C4H3FO.

Values from the calculation:
Kohn-Sham gap   11.02 eV
SMILES string   C#C[C@H](F)C=O
HOMO level   -10.411 eV
Lowest unoccupied orbital energy   0.022 Ha

Atoms and positions in Å:
F  -1.13129  0.21951  1.36403
O  -0.20745  2.44595  0.16191
C  0.47132  1.44773  0.06646
C  -0.16513  -0.99412  -0.45995
C  -0.46004  -1.90817  -1.15291
C  0.03234  0.10681  0.63746
H  -0.93538  -2.58187  -1.75605
H  0.91428  -0.12207  1.31610
H  1.48134  1.38623  -0.17704

Here are the Mulliken charges for atoms 1 to 4, given in e:
1. F -0.247
2. O -0.438
3. C -0.056
4. C -0.572

***

The structure with the least stability is model 1.